Here is 2 unconnected molecules or ions with the total composition C3H9NO3P in a non-equilibrium geometry from the OMol25 dataset. Energies are from the ωB97M-V functional and the def2-TZVPD basis.

Each atom is followed by the atoms it is bonded to, with distances in Å.
Positions of all 17 atoms, in Å:
1 C -0.403 1.867 0.734  C3 1.455, H9 1.150, H10 1.207, H11 1.111
2 C 1.735 -2.279 0.023  N4 1.297, H12 1.204
3 C -0.602 0.431 0.601  C1 1.455, P8 1.880, H13 1.113, H14 1.092
4 N 0.972 -2.348 -1.024  C2 1.297, H15 1.003, H17 1.044
5 O -2.792 0.725 -0.854  P8 1.647, H16 0.942
6 O -0.621 0.995 -2.095  P8 1.485
7 O -1.444 -1.400 -1.309  P8 1.520
8 P -1.291 0.100 -1.117  C3 1.880, O5 1.647, O6 1.485, O7 1.520
9 H -1.488 2.204 0.911  C1 1.150
10 H -0.197 2.192 -0.410  C1 1.207
11 H 0.282 2.325 1.480  C1 1.111
12 H 2.018 -1.119 0.176  C2 1.204
13 H 0.347 -0.129 0.452  C3 1.113
14 H -1.200 0.037 1.425  C3 1.092
15 H 0.575 -1.559 -1.497  N4 1.003
16 H -3.253 0.196 -0.225  O5 0.942
17 H 0.613 -3.296 -1.271  N4 1.044

- gap between HOMO and LUMO (eV) = 8.595
- net charge = -1
- maximum force (eV/Å) = 4.2
- LUMO (Eh) = 0.1441
- relative energy (zero: lowest compared OMol25 entry of this formula, charge and spin) (kJ/mol) = 239.1
- HOMO level (eV) = -4.674